# 1
Formula: C22H20N6O2ReS
Source: OMol25
Level of theory: ωB97M-V with the def2-TZVPD basis set

Cartesian coordinates (Å):
H -1.619389 -2.551805 5.297474
C 3.152796 0.191129 0.248263
C -1.600900 -2.449497 -1.707564
H 2.953746 0.128751 1.309758
H 1.210369 -0.395458 2.910996
C -0.118934 -1.415616 4.242131
C -1.912200 -2.554764 3.169099
H -0.232439 -1.724429 -4.769694
C -0.440205 2.512090 0.708336
H -3.496337 -4.315003 -3.796703
N 0.303250 -1.123165 -2.135009
N -0.301778 -1.334453 1.856850
S -1.023597 1.233815 -0.285779
C 0.871698 3.699906 2.200879
C 2.411278 -0.070937 -1.910271
C -2.044582 -2.565478 0.672896
H 1.259426 1.653907 1.521077
H 5.203367 0.709292 0.534665
H 1.834228 4.138994 1.924454
H -0.005267 5.474239 1.230841
C -0.891251 -2.166281 -4.037367
H 3.756228 0.371089 -3.496052
H -2.052728 -3.236001 -5.469107
C 4.664122 0.635792 -1.546786
H -0.981463 4.826748 2.559872
C -2.597243 -3.330730 -2.137218
H -2.805392 -3.161663 3.171102
H -3.044369 4.204909 0.801276
N 0.641055 2.447423 1.489004
C -0.700683 -1.878524 -2.682615
O -3.030125 -3.259869 0.654175
C -2.194672 4.172864 0.115730
H 0.861719 3.534636 3.280882
C 1.359550 -0.602597 -2.852191
H -2.441946 3.538482 -0.733496
H -3.250150 -3.785938 -1.408049
H 0.430411 -1.131556 5.124684
O 1.503120 -0.594128 -4.049093
C -1.399818 -2.119407 1.956481
N -1.021373 3.692373 0.791000
C 4.420647 0.533713 -0.184811
H -2.010897 5.189410 -0.231625
C -1.902392 -3.020954 -4.424360
Re 0.209351 -0.897044 -0.166004
N -1.340313 -2.082517 -0.412824
C -1.259741 -2.200459 4.340863
C 0.317119 -1.001992 2.994627
C -2.737661 -3.617298 -3.478603
N 2.144932 -0.108108 -0.582256
C -0.318378 4.556394 1.733900
C 3.634403 0.331151 -2.422947
H 5.633406 0.918565 -1.920894

Cartesian forces, eV/Å:
0.0 0.0 0.0
0.4 0.0 0.2
-0.1 -0.2 -2.5
-0.1 -0.1 0.0
-0.1 0.0 -0.1
0.0 0.1 -0.1
0.1 0.2 -0.3
-0.1 -0.1 0.0
0.5 0.1 0.3
-0.1 0.0 0.0
0.2 0.0 2.1
0.5 -0.3 0.5
0.4 -1.2 -0.3
0.2 0.2 0.3
0.4 0.2 -0.2
-0.6 -0.5 0.6
-0.2 0.1 -0.1
0.0 0.1 0.1
-0.1 -0.1 0.0
0.0 -0.1 0.0
0.3 0.3 0.0
0.0 -0.1 0.0
0.1 0.0 -0.2
-0.2 -0.1 0.1
0.0 0.0 -0.1
0.0 0.1 0.5
0.0 -0.1 -0.1
0.0 -0.1 0.0
-0.1 -0.1 -0.1
-1.9 -1.4 -0.1
0.5 0.4 0.2
-0.7 0.1 -0.2
0.0 0.0 -0.1
1.0 0.4 -0.7
0.0 0.0 0.0
0.0 0.0 -0.2
0.1 0.1 0.1
-0.1 0.1 0.7
-0.4 -0.2 0.4
0.4 -0.5 0.0
-0.1 0.1 -0.1
0.0 -0.1 -0.1
-0.3 -0.1 0.3
-2.9 2.0 -2.2
1.2 0.2 0.7
0.1 0.0 -0.3
0.2 0.0 0.6
0.3 0.2 -0.3
0.9 -0.2 0.1
0.2 0.4 0.3
-0.4 0.0 0.1
0.2 0.0 0.0

net charge	+2
2S+1	2
total energy	-1805.344017	a.u.
expectation value of S²	0.76

These are the Löwdin partial charges, in e, on atoms 1 to 2: H 0.135; C -0.116

# 2
Formula: C22H20O8
Source: OMol25
Level of theory: ωB97M-V with the def2-TZVPD basis set

Cartesian coordinates (Å):
O 3.489014 2.389647 1.931765
H -0.435398 -0.373654 -4.721281
H -2.522517 -1.159805 0.200936
C 0.567860 1.203278 0.006504
H -1.682000 0.917586 -4.107868
H 1.620285 3.792194 -1.898552
C -1.004084 -3.999549 4.732529
H 1.247904 -0.292418 4.411819
C 1.379708 1.381973 1.128561
C -1.361496 -1.829930 3.379840
C -1.861749 -2.823283 4.411292
H -0.439919 2.758267 -2.627772
O -2.472686 -4.754504 3.239520
O -0.463681 0.334314 0.040289
C -0.792023 -0.251670 1.176360
H 3.742610 1.515742 2.161250
C -2.170339 -1.865709 2.272452
C -3.059667 -3.461761 3.673569
C 0.970151 1.414395 -3.509486
C 0.269567 1.498699 -4.929540
O 0.495367 -0.946458 4.633256
H 2.070677 1.747689 -6.122826
C 0.032310 -0.313828 2.260723
H -1.378915 0.636425 -5.863945
H -3.960304 -3.507963 4.335657
H -1.006568 -6.076431 4.345840
C 1.705245 3.065511 -1.149330
H 1.452495 0.438100 -3.354232
C 1.258470 1.085549 -6.030180
C 2.605674 3.138937 -0.144035
H 3.425313 3.799026 -0.040451
C 1.139802 0.535419 2.293622
C 2.448393 2.305845 0.999497
H 0.821819 1.058487 -7.059181
H 1.776604 2.217411 -3.630089
C 0.774365 2.021597 -1.143746
C -0.285015 -1.059846 3.412347
H -0.277668 -3.984698 5.533567
O 0.052871 2.949865 -5.188340
O 1.962753 0.561752 3.195721
O -3.170976 -2.800478 2.404063
O -2.141346 -2.080085 5.711336
H -0.733304 1.080000 -2.266888
H 1.718295 0.098331 -5.809466
H -1.320286 -1.620964 5.874513
C 0.032044 1.834990 -2.392002
C -1.501893 -5.103518 4.088039
H -0.290798 3.119823 -6.036417
C -0.913687 0.615469 -4.886412
C -1.813275 -1.209766 1.057172

Cartesian forces, eV/Å:
-1.3 1.5 -1.4
-1.0 0.3 0.1
0.8 -0.3 0.6
1.2 2.2 -1.0
1.0 -0.6 -0.9
0.3 0.7 -1.3
-0.7 -1.9 -0.5
-0.9 -0.8 -0.1
0.4 0.5 -0.7
-1.4 -1.9 1.4
0.4 1.9 1.9
-0.5 0.8 -0.6
-2.5 -0.9 -0.1
-0.2 1.0 -1.4
-1.0 -3.6 -0.7
0.1 -1.3 0.8
0.4 -0.7 -2.2
2.2 0.0 -0.8
0.8 2.2 -2.1
2.1 1.6 0.2
-1.2 0.1 -2.9
1.0 1.1 0.3
0.0 0.8 1.7
-0.4 -0.3 -0.2
0.4 -0.3 -1.3
-1.4 0.5 -1.3
-1.0 -1.6 1.1
-0.3 0.3 0.0
-0.6 -1.7 -0.3
-0.1 -1.1 3.0
0.6 0.8 -0.4
1.9 1.4 -1.1
1.2 -0.1 -0.3
-0.1 -0.2 0.9
-0.7 -1.2 0.5
-0.3 -0.5 1.3
3.1 1.6 2.5
0.1 0.0 -0.3
0.3 -1.3 2.8
0.9 -0.2 1.6
-0.9 0.9 0.6
-0.9 -1.5 -2.2
-0.3 -0.1 0.1
-0.5 0.3 -0.2
0.5 0.4 0.1
-0.3 -1.2 -0.2
3.2 2.5 3.0
-0.7 -0.1 -1.7
-1.1 -0.1 0.1
-2.6 0.6 1.2

total energy	-1452.172081	a.u.

These are the Löwdin partial charges, in e, on atoms 1 to 2: O 0.054; H 0.110

# 3
Formula: C22H21BrF9OPReSiTe
Source: OMol25
Level of theory: ωB97M-V with the def2-TZVPD basis set

Cartesian coordinates (Å):
H -1.215149 4.047261 3.222844
F -3.804199 -2.966248 -1.071219
C 0.194070 -2.135551 1.690345
H 1.059947 3.952375 2.263050
C -2.221645 2.739559 -0.890035
Te -2.614440 -2.404044 -2.326302
F 5.304143 -0.282841 2.595179
C 4.360931 -1.121107 -0.778162
H -1.542515 3.010923 -0.079375
C 0.015166 0.820701 1.523686
F -2.814620 -3.680917 -3.595263
C -2.450546 1.660102 -3.752946
H -2.712225 2.088671 3.073946
Re -0.331997 -0.778490 -1.532166
C -0.163247 -2.033325 3.036055
P 0.558081 -0.676548 0.714885
F 6.457787 -0.935411 0.236387
C -1.715587 2.042906 2.656948
C 4.561619 -0.516972 1.540442
C 0.855044 1.936201 1.583807
C -0.343524 -3.188932 3.779617
H 1.859832 1.896675 1.180029
H -3.154535 0.921479 -3.371877
F -2.374201 -0.641774 -1.226971
C 5.155934 -0.854535 0.333093
C 0.226931 -4.534045 1.862133
C 0.190771 1.187699 -1.867492
H -3.034377 2.504986 -4.125731
C 0.407358 3.092481 2.196962
H -0.275125 -1.069416 3.512466
O -1.085737 -2.881418 -1.510395
H -1.053943 4.554671 -3.463923
C -1.278998 0.878116 2.045280
F 2.635403 -0.143287 2.800817
C 2.993437 -1.024537 -0.656234
Si -1.304045 2.344159 -2.459930
C 3.176995 -0.437581 1.628220
H -0.308011 -5.330660 3.779331
Br 1.987647 -1.509220 -2.212247
H -2.831350 1.894261 -0.562292
F 4.917085 -1.468403 -1.924497
H -0.619617 -3.113760 4.822358
H 0.547919 1.747748 -1.000338
C -0.350887 3.757470 -3.210011
H 0.393121 -5.504066 1.414089
F -1.476154 -1.257979 -3.453083
H -2.898736 3.580928 -1.053139
H 0.712406 -3.481262 0.073915
H 0.397428 4.170150 -2.532320
F -3.966601 -1.448677 -3.078209
H 0.961553 1.246871 -2.645389
C -0.159351 -4.433343 3.193975
H -1.944414 0.025731 1.978376
C 2.361160 -0.670640 0.528946
C -0.873590 3.142808 2.737625
C 0.403616 -3.389349 1.107763
H 0.142408 3.436987 -4.128796
H -1.918401 1.232418 -4.604250

Cartesian forces, eV/Å:
0.0 0.0 0.0
0.0 -0.2 0.0
-0.1 0.1 0.0
0.0 0.0 0.0
0.0 0.0 0.0
-1.6 -0.1 -0.7
0.0 0.0 0.0
0.0 0.0 0.0
0.0 0.0 0.0
0.0 0.1 0.0
0.1 -0.2 0.1
0.1 -0.3 0.1
0.0 0.0 0.0
0.6 1.0 0.2
0.0 0.0 0.0
0.2 -0.1 0.2
0.0 0.0 0.0
0.0 0.0 0.0
0.0 0.0 0.0
0.0 0.0 0.1
0.0 0.0 0.0
0.0 0.0 0.0
0.0 0.0 0.0
0.4 -0.2 0.0
0.0 0.0 0.0
0.0 0.0 0.0
-0.2 -0.9 -0.1
0.0 0.0 0.0
0.0 0.0 0.0
0.0 0.0 0.0
0.2 0.4 0.0
0.1 0.0 0.0
0.0 0.0 -0.1
0.0 0.0 0.0
-0.1 0.1 0.0
0.1 0.3 0.0
0.0 0.0 0.0
0.0 0.0 0.0
0.2 -0.1 0.0
0.0 0.0 0.0
0.0 0.0 0.0
0.0 0.0 0.0
0.0 0.1 0.0
-0.1 0.0 0.2
0.0 0.0 0.0
0.1 -0.2 0.2
0.0 0.0 0.0
0.0 0.0 0.0
0.0 0.0 0.0
0.0 0.1 0.0
0.0 0.0 0.0
0.0 0.0 0.0
0.0 0.0 0.0
-0.1 0.1 0.0
0.0 0.0 0.0
0.0 0.0 0.0
0.0 0.0 0.0
0.0 0.0 0.0

net charge	+2
2S+1	4
total energy	-5375.472491	a.u.
expectation value of S²	3.78

These are the Löwdin partial charges, in e, on atoms 1 to 2: H 0.127; F -0.283

# 4
Formula: C22H21ClIN5O3PtS
Source: OMol25
Level of theory: ωB97M-V with the def2-TZVPD basis set

Cartesian coordinates (Å):
H -0.733614 -7.596007 -0.114029
H -3.607706 6.893061 -2.075517
C 0.537320 -0.268470 2.836794
H 3.627614 2.771046 -3.394296
O -0.520404 -0.586403 2.073740
H 1.723151 -5.957053 2.297048
C -0.349681 0.742910 -4.544550
H -4.445334 6.977494 0.533163
C 1.710149 -0.423633 5.000035
H -0.462249 -6.231207 -1.252479
C 2.532307 0.694651 4.686886
N -0.544038 0.104004 -1.841768
S -4.247089 -2.852140 1.212990
C -0.031090 -6.829285 -0.479631
H -2.292545 -0.092239 -4.648107
C 0.334440 -4.631237 0.362421
C -3.723346 6.184613 0.452559
C -3.112712 -1.929616 0.617378
O 0.624793 -3.719410 1.112527
H 1.936025 -0.914227 5.976457
C 2.431595 1.265845 3.407671
C 0.714986 1.055771 -3.656034
C -1.511124 -0.252368 -2.686645
H 0.101179 -4.404568 -0.718045
C 0.708875 -0.829196 4.135263
H -3.377163 5.899638 1.436695
H 1.960788 2.209119 -5.064869
H 3.131804 2.048920 3.154099
C 1.809925 1.896936 -4.016619
H -1.888426 7.338212 -2.111126
N -2.742205 7.177128 -1.570205
C 0.883140 -6.528664 1.861801
H 0.005733 -1.642351 4.426358
H -0.268110 0.986240 -5.597583
C -1.493361 0.152491 -3.996804
Pt -0.572333 -0.219710 0.092039
H -2.290468 -0.919892 -2.306252
C 0.603227 0.673066 -2.325167
H 3.531296 1.811276 -1.058725
N 1.245377 0.711430 -0.011902
O -1.317624 6.167367 -0.082342
N 0.293849 -5.938920 0.621357
H 0.880251 -7.307496 -0.890251
N -2.192738 -1.243340 0.243026
C 1.555533 0.759284 2.410396
C 1.710636 1.276013 1.087029
C 2.754084 2.202750 -3.095002
C 2.652427 1.846377 -1.718486
H 1.090929 -7.554304 1.737415
C -2.475564 6.441117 -0.414931
H 2.367262 2.179370 0.956355
C 1.580163 1.047205 -1.331756
I -4.763703 4.535341 -0.282141
Cl 3.656650 1.254850 5.828224
H 0.267139 -6.431790 2.725543

Cartesian forces, eV/Å:
0.2 0.2 -0.4
1.1 0.7 0.5
-0.6 1.0 -1.9
-0.1 -0.1 0.0
2.8 0.5 1.9
0.3 -0.2 -1.2
0.0 0.2 1.4
0.1 0.5 -0.3
0.6 0.2 0.8
-0.5 0.1 -0.5
-0.8 -1.4 0.5
0.9 -0.6 -0.8
-0.5 -0.3 0.0
0.6 -0.9 0.7
-0.7 -0.3 -0.4
0.1 0.5 -0.9
1.4 -0.3 0.2
3.0 2.1 -0.7
0.1 0.2 0.6
-0.7 0.3 -1.0
-0.6 -0.2 -1.6
-1.0 0.0 -0.7
-0.4 -0.2 0.5
-0.1 -0.2 0.6
-0.5 -0.8 0.4
0.0 0.0 0.1
-0.3 -0.2 0.7
-0.1 0.1 -0.1
-0.1 -0.5 -1.6
-0.7 -0.2 0.0
-0.3 -1.2 0.2
-0.1 2.1 0.2
0.7 0.7 -0.2
-0.1 0.1 0.1
1.4 0.0 -1.2
1.5 -0.1 1.2
0.1 0.7 0.0
-1.5 0.0 0.6
-0.4 0.8 -0.4
-2.1 -0.8 -5.0
-2.0 0.1 -0.2
0.8 -0.5 0.9
-0.5 0.1 0.3
-3.3 -2.0 0.5
-0.2 -0.3 1.1
2.5 2.1 1.9
1.4 0.7 2.7
2.1 -0.2 -1.7
0.5 -1.0 -0.4
0.9 1.1 -0.2
-0.7 -1.0 0.3
-2.0 -0.7 3.6
-0.5 -0.8 -0.4
-0.3 -0.1 -0.5
-1.5 -0.1 0.3

net charge	+2
2S+1	5
total energy	-2625.137564	a.u.
expectation value of S²	6.07

These are the Löwdin partial charges, in e, on atoms 1 to 2: H 0.104; H 0.100

What is the total energy in the fourth record?
-2625.137564 a.u.

Which of these has the lowest total energy?
C22H21BrF9OPReSiTe

Which of these has the highest total energy?
C22H20O8

The highest total energy belongs to which entry?
C22H20O8